Record 1
Entry from the OMol25 dataset: a single C5H10O molecule (ωB97M-V/def2-TZVPD).

XYZ file:
```
16
Properties=species:S:1:pos:R:3:nbo_charge:R:1
O -0.19200 2.64838 -0.56950 -0.7130
C 0.59022 1.46973 -0.57080 -0.0528
C -0.22932 0.19597 -0.45662 -0.2439
C 0.54358 -1.13780 -0.58615 -0.3992
C -0.23194 -1.68603 0.63329 -0.3963
C -0.69681 -0.24713 0.95597 -0.4093
H -0.69069 2.66885 0.25667 0.4613
H 1.13784 1.47693 -1.51988 0.1800
H 1.34089 1.48837 0.24021 0.1504
H -1.06739 0.24810 -1.16161 0.2084
H 1.61441 -1.01143 -0.38300 0.1996
H 0.43283 -1.67979 -1.53053 0.2079
H -1.06203 -2.33432 0.33584 0.2021
H 0.35166 -2.20134 1.40239 0.2033
H -0.08793 0.21441 1.74433 0.1958
H -1.75334 -0.11289 1.20940 0.2057
```

Computed properties:
Kohn-Sham gap, eV: 11.142
SMILES string: OCC1CCC1
LUMO level, eV: 1.030

---

Record 2
Entry from the OMol25 dataset: 2 unconnected molecules or ions with the total composition C5H5F2N3O2S (ωB97M-V/def2-TZVPD).

XYZ file:
```
18
Properties=species:S:1:pos:R:3:nbo_charge:R:1
C 1.98099 -0.24740 1.45413 -0.4128
C 1.14663 0.17189 0.46642 0.0023
C -0.90504 1.27176 -0.37755 0.5386
C -1.45776 -1.62720 -0.31115 0.5549
C -0.06501 0.90396 0.64428 0.2471
N 1.50452 -0.23544 -0.74519 -0.2113
N 2.59959 -0.78818 -0.78532 -0.3104
N -0.52123 1.19983 -1.69071 -0.8052
O -2.01587 1.76389 -0.05643 -0.6604
O -0.46609 1.32642 1.79941 -0.6075
F -2.64490 -2.04164 0.10273 -0.3175
F -0.46036 -2.30589 0.40741 -0.3661
S 3.35224 -0.97389 0.69235 0.6095
H 1.71109 -0.38428 2.52738 0.2729
H -1.30919 -1.66880 -1.42937 0.1295
H 0.30446 0.71639 -1.95256 0.4226
H -1.36810 1.13803 -2.21735 0.3945
H -1.38598 1.78053 1.47151 0.5194
```

Computed properties:
Kohn-Sham gap (spin up / spin down), eV: 8.459 / 7.429
LUMO level (spin up / spin down), eV: -1.038 / -0.289

---

Record 3
Entry from the OMol25 dataset: 2 unconnected molecules or ions with the total composition C4H9O4 (ωB97M-V/def2-TZVPD).

XYZ file:
```
17
Properties=species:S:1:pos:R:3:nbo_charge:R:1
O -2.18084 0.75616 -2.16319 -0.7144
C -1.51478 -0.04198 -1.53692 0.7342
O -1.89117 -1.27406 -1.47380 -0.7934
C -0.15575 0.43358 -1.13574 -0.4966
C 0.30671 1.17532 0.25886 -0.4516
C 1.44009 0.32784 0.90159 -0.0833
O 0.86418 -0.12710 2.21219 -0.7697
H 0.69320 -0.35558 -1.14897 0.1860
H 0.28057 1.01478 -1.89784 0.2091
H 0.78822 2.12189 -0.03293 0.1942
H -0.52832 1.59940 0.83355 0.2337
H 1.71129 -0.66431 0.26117 0.2027
H 2.39523 0.97138 1.28087 0.1764
H 0.34623 -1.00110 2.05517 0.4706
H -1.32746 -1.83732 -0.15806 0.5142
H -0.48127 -1.14266 1.05234 0.4143
O -0.74613 -1.95624 0.69171 -1.0265
```

Computed properties:
Total charge: -1
Kohn-Sham gap, eV: 8.132
LUMO level, eV: 3.706

---

Record 4
Entry from the OMol25 dataset: 2 unconnected molecules or ions with the total composition HI4NP2 (ωB97M-V/def2-TZVPD).

XYZ file:
```
8
Properties=species:S:1:pos:R:3:nbo_charge:R:1
N 0.71169 0.97955 -0.06199 -1.1464
P 2.03416 0.19334 0.33694 0.9323
P -1.81591 -0.89342 -0.49103 0.1515
I 1.51913 -2.32608 -0.09077 -0.1131
I 2.24523 0.13603 2.85300 -0.1295
I -3.02762 0.51894 0.97953 -0.0439
I -2.48435 -0.36106 -2.73549 -0.0686
H 0.81765 1.75271 -0.79019 0.4179
```

Computed properties:
Kohn-Sham gap (spin up / spin down), eV: 7.481 / 4.581
LUMO level (spin up / spin down), eV: -1.714 / -3.376

---

Ordered energy above the lowest of the compared OMol25 structures with the same formula, charge and spin results: 1.0547 2.7437 3.0429 1.7007; unit eV.